No. 1
Here is a molecular structure, C36H37F4N4O2S2Se2V in a non-equilibrium geometry from the OMol25 dataset. Energies are from ωB97M-V/def2-TZVPD.

XYZ file:
```
88
Properties=species:S:1:pos:R:3:lowdin_charge:R:1
V -1.1173 0.8120 -1.0034 0.64
C -2.6204 1.4384 1.4291 -0.06
N -2.9043 1.3560 -0.0219 -0.34
C -4.0917 0.5061 -0.2083 -0.09
C -3.1879 2.7088 -0.5604 -0.17
C -1.9256 3.5656 -0.5231 -0.19
N -0.8453 2.7112 -0.9998 -0.11
C 0.3609 3.2009 -1.3444 -0.19
C 1.2779 2.3372 -1.9794 -0.17
F 0.8751 1.0220 -2.1551 0.00
C 2.5087 2.7274 -2.4427 -0.24
F 3.2994 1.8122 -3.0223 0.09
C 2.9325 4.0330 -2.3119 0.06
C 2.0724 4.9097 -1.6696 -0.22
F 2.4483 6.1790 -1.5017 0.11
C 0.8448 4.5179 -1.1775 -0.14
F 0.1123 5.4207 -0.4970 0.09
H -3.4447 1.9319 1.9559 0.11
H -1.6999 1.9930 1.5940 0.07
H -2.4828 0.4306 1.8183 0.06
H -4.9564 0.9213 0.3211 0.10
H -3.8940 -0.4894 0.1840 0.07
H -4.3391 0.4324 -1.2671 0.09
H -4.0010 3.1774 0.0048 0.13
H -3.5082 2.5966 -1.5965 0.11
H -1.7387 3.9330 0.4906 0.12
H -2.0717 4.4430 -1.1585 0.13
H 3.8881 4.3583 -2.6959 0.14
Se -1.3893 -3.5832 -2.8553 0.73
Se -2.0192 -1.7417 -1.6377 0.74
C -2.2876 -0.5428 -3.1154 -0.59
C -2.7430 -0.8765 -4.3768 -0.08
C -2.8217 0.1219 -5.3346 -0.03
C -2.4228 1.4088 -4.9945 -0.03
C -1.9878 1.6609 -3.7123 -0.08
N -1.9228 0.7015 -2.7684 -0.11
C 0.4946 -3.1739 -3.1333 -0.63
C 1.2706 -4.0756 -3.8521 -0.10
C 2.6183 -3.7981 -3.9982 -0.06
C 3.1318 -2.6370 -3.4401 -0.05
C 2.2665 -1.7949 -2.7652 -0.13
N 0.9663 -2.0569 -2.6115 0.02
H -3.0118 -1.8973 -4.6036 0.08
H -3.1840 -0.0985 -6.3296 0.12
H -2.4410 2.2054 -5.7249 0.12
H -1.6685 2.6493 -3.4097 0.12
H 0.8235 -4.9651 -4.2777 0.10
H 3.2602 -4.4781 -4.5426 0.12
H 4.1794 -2.3855 -3.5301 0.11
H 2.6186 -0.8676 -2.3263 0.10
O 0.3629 0.8516 0.7267 -0.55
S 1.8657 0.9050 0.7252 1.04
C 2.4057 -0.3476 1.9635 -0.28
C 1.7611 -1.7190 1.7572 -0.22
C 1.5377 -2.4054 3.1184 -0.22
C 0.3855 -1.8401 3.9421 -0.31
S -1.3279 -2.1077 3.3608 0.99
O -1.4434 -1.5704 1.9709 -0.56
C -1.2952 -3.8968 3.2194 -0.39
C -1.8230 -4.6558 4.2540 -0.08
C -1.8413 -6.0384 4.1380 -0.07
C -1.3433 -6.6447 2.9933 -0.07
C -0.8375 -5.8737 1.9543 -0.06
C -0.8162 -4.4912 2.0622 -0.08
C 2.3148 2.3162 1.7339 -0.39
C 3.5854 2.8536 1.6072 -0.08
C 3.9540 3.9055 2.4340 -0.06
C 3.0523 4.4110 3.3602 -0.06
C 1.7744 3.8739 3.4619 -0.06
C 1.4002 2.8184 2.6449 -0.07
H 2.1324 0.0622 2.9348 0.09
H 3.4933 -0.3677 1.8751 0.10
H 2.3947 -2.3510 1.1327 0.12
H 0.8067 -1.5979 1.2422 0.08
H 2.4493 -2.2913 3.7127 0.12
H 1.3877 -3.4743 2.9745 0.10
H 0.4528 -0.7526 4.0306 0.08
H 0.3768 -2.2669 4.9480 0.10
H -2.2214 -4.1706 5.1375 0.11
H -2.2465 -6.6419 4.9395 0.11
H -1.3683 -7.7229 2.9016 0.11
H -0.4597 -6.3485 1.0582 0.11
H -0.4403 -3.8722 1.2560 0.11
H 4.2796 2.4618 0.8719 0.12
H 4.9447 4.3327 2.3525 0.11
H 3.3441 5.2336 3.9999 0.11
H 1.0722 4.2766 4.1799 0.11
H 0.4083 2.3855 2.7031 0.10
```

Results
* electronic energy: -8706.0211 a.u.
* total charge: +1
* energy relative to the best compared isomer or geometry (same formula, charge and spin): 0.7496 eV
* HOMO-LUMO gap (alpha / beta): 6.304 / 7.167 eV
* 2S+1: 4


No. 2
Here is 2 unconnected molecules or ions with the total composition C26H20N3O4 in a non-equilibrium geometry from the OMol25 dataset. Energies are from ωB97M-V/def2-TZVPD.

XYZ file:
```
53
Properties=species:S:1:pos:R:3:lowdin_charge:R:1
C 2.9495 -3.3275 0.1285 -0.16
C 3.0745 -3.4232 -1.2472 -0.33
N 3.2940 -3.4571 -2.4027 0.12
C 1.7979 -2.7305 0.6908 -0.24
C 1.8278 -2.0190 1.9390 -0.04
C 0.6623 -1.5631 2.5159 -0.02
C -0.5722 -1.8189 1.8816 -0.20
N -1.7760 -1.6014 2.6056 -0.36
O -2.8565 -1.9556 2.0842 -0.01
O -1.7076 -1.0979 3.7497 -0.01
C -0.6295 -2.4646 0.6262 -0.01
C 0.5392 -2.8767 0.0202 -0.04
H 3.8491 -3.3992 0.7367 0.08
H 2.7837 -1.8479 2.4451 0.10
H 0.6474 -1.0296 3.4655 0.11
H -1.6041 -2.6359 0.1796 0.11
H 0.5005 -3.3820 -0.9493 0.11
C 2.2849 -6.4147 6.5583 -0.09
N 3.0850 -7.2306 5.6672 -0.26
C 4.0753 -8.0450 6.3462 -0.09
C 3.1664 -6.9313 4.2993 -0.26
C 3.9858 -5.8776 3.8455 0.00
C 4.0689 -5.5841 2.4991 -0.03
C 3.3025 -6.3147 1.5621 -0.20
C 3.3993 -6.1043 0.1264 0.03
C 4.5452 -6.2732 -0.5762 -0.06
C 4.6002 -6.3622 -2.0715 -0.32
O 3.6714 -6.4536 -2.8547 0.09
C 6.0510 -6.3970 -2.3955 -0.09
C 6.8085 -6.5035 -1.2214 -0.10
C 8.1910 -6.6342 -1.2658 -0.01
C 8.8190 -6.6301 -2.5184 -0.07
C 8.0571 -6.5196 -3.7041 -0.07
C 6.6607 -6.4112 -3.6445 0.00
C 5.9262 -6.5006 -0.0251 -0.27
O 6.3003 -6.6706 1.1285 0.09
C 2.4131 -7.3042 2.0304 -0.03
C 2.3829 -7.6479 3.3624 -0.01
H 1.5745 -5.8034 5.9892 0.09
H 1.7363 -7.0766 7.2403 0.08
H 2.9288 -5.7610 7.1653 0.07
H 4.6657 -8.6044 5.6108 0.09
H 4.7416 -7.4118 6.9540 0.07
H 3.5546 -8.7431 7.0174 0.08
H 4.5720 -5.3216 4.5781 0.12
H 4.7219 -4.7807 2.1618 0.11
H 2.4678 -5.9913 -0.4368 0.14
H 8.7462 -6.7311 -0.3345 0.12
H 9.9060 -6.7203 -2.5815 0.10
H 8.5601 -6.5254 -4.6760 0.10
H 6.0412 -6.3277 -4.5357 0.12
H 1.8034 -7.8347 1.2903 0.12
H 1.7625 -8.4703 3.7234 0.11
```

Results
* electronic energy: -1467.9273 a.u.
* total charge: -1
* HOMO-LUMO gap: 5.287 eV


No. 3
Here is a molecular structure, C24H33AsBF9IrPS4 in a non-equilibrium geometry from the OMol25 dataset. Energies are from ωB97M-V/def2-TZVPD.

XYZ file:
```
74
Properties=species:S:1:pos:R:3:lowdin_charge:R:1
Ir -1.0427 -2.5266 0.4027 0.74
S 3.9829 -6.0661 2.0758 -0.27
As 3.1318 -5.5937 0.1951 -0.06
S 0.4686 -3.5374 -1.0891 -0.08
S 0.8318 -4.5268 0.6131 -0.12
S 2.8013 -7.4442 -0.7709 -0.20
C 0.8367 4.1808 2.2195 -0.21
C 1.2999 2.9503 2.9914 -0.20
C 1.5846 1.7812 2.0363 -0.21
C 0.6637 1.7973 0.8081 -0.42
C -0.6745 2.4006 1.2296 -0.22
C -0.5203 3.8908 1.5685 -0.19
P 0.4501 0.0242 0.1114 1.11
C 2.2183 -0.5362 -0.2187 -0.47
C 3.1718 0.4472 -0.9113 -0.20
C 4.6386 0.0438 -0.6992 -0.20
C 4.7744 -1.4723 -0.6041 -0.20
C 4.0756 -1.9912 0.6561 -0.20
C 2.8690 -1.1241 1.0343 -0.23
C -0.0890 0.3245 -1.6792 -0.42
C 0.2955 1.6128 -2.4253 -0.20
C -0.8553 2.6119 -2.5061 -0.20
C -2.0697 2.0487 -3.2544 -0.19
C -2.1768 0.5313 -3.0847 -0.18
C -1.6035 0.1084 -1.7422 -0.26
H 1.5814 4.4306 1.4580 0.11
H 0.7565 5.0398 2.8918 0.10
H 0.5217 2.6690 3.7022 0.11
H 2.2020 3.1797 3.5640 0.10
H 1.4402 0.8429 2.5767 0.11
H 2.6260 1.8337 1.7089 0.10
H 1.0964 2.4392 0.0351 0.09
H -1.0273 1.8620 2.1053 0.10
H -1.4308 2.2855 0.4540 0.09
H -1.3225 4.1751 2.2518 0.11
H -0.6263 4.4995 0.6671 0.10
H 2.0399 -1.3826 -0.8964 0.04
H 3.0332 1.4617 -0.5358 0.09
H 2.9592 0.4637 -1.9809 0.11
H 5.0211 0.4957 0.2200 0.11
H 5.2461 0.4179 -1.5279 0.10
H 5.8277 -1.7608 -0.5893 0.10
H 4.3290 -1.9286 -1.4899 0.11
H 4.7772 -2.0202 1.4926 0.11
H 3.7496 -3.0172 0.4777 0.01
H 3.1907 -0.3254 1.7010 0.09
H 2.1317 -1.7279 1.5694 0.09
H 0.3770 -0.5204 -2.2039 0.10
H 0.5786 1.3427 -3.4457 0.11
H 1.1583 2.0964 -1.9674 0.08
H -0.5078 3.5211 -3.0038 0.10
H -1.1396 2.8940 -1.4951 0.08
H -2.0010 2.2850 -4.3192 0.10
H -2.9697 2.5312 -2.8645 0.11
H -1.6333 0.0190 -3.8789 0.11
H -3.2199 0.2257 -3.1634 0.11
H -1.7803 -0.9563 -1.5748 0.06
H -2.1073 0.6574 -0.9434 0.10
F -3.8960 -5.8817 1.8485 0.11
B -3.8541 -5.1669 0.6654 -1.33
F -2.6530 -4.4020 0.6257 -0.02
F -4.9267 -4.2975 0.6185 0.11
F -3.8960 -6.0287 -0.4089 0.12
F -2.0208 -0.1557 2.7695 0.03
C -2.9401 -0.2960 1.7802 -0.27
C -2.7598 -1.3111 0.8431 -0.17
C -3.7866 -1.3722 -0.1087 -0.29
F -3.6797 -2.2716 -1.1017 0.06
C -4.8470 -0.4817 -0.1792 -0.14
F -5.7615 -0.5473 -1.1712 0.09
C -4.9440 0.5357 0.7612 -0.14
F -5.9381 1.4545 0.6894 0.08
C -3.9852 0.6188 1.7588 -0.16
F -4.0553 1.6363 2.6539 0.07
```

Results
* electronic energy: -6132.4209 a.u.
* total charge: -2
* HOMO-LUMO gap (alpha / beta): 6.012 / 5.154 eV
* 2S+1: 5


No. 4
Here is 2 unconnected molecules or ions with the total composition H3N3O2 in a non-equilibrium geometry from the OMol25 dataset. Energies are from ωB97M-V/def2-TZVPD.

XYZ file:
```
8
Properties=species:S:1:pos:R:3:lowdin_charge:R:1
N 1.5463 -0.3563 0.0940 -0.10
N -0.7252 -1.0598 0.0599 0.10
N 0.3461 -0.2572 0.1589 -0.03
O -0.7839 1.3469 -0.2293 -0.18
O 2.5047 0.2454 -0.1856 0.09
H -0.9098 -1.2267 -0.9047 0.10
H -1.4520 -0.6445 0.6158 0.10
H -0.5262 1.9521 0.3910 -0.08
```

Results
* electronic energy: -316.2960 a.u.
* energy relative to the best compared isomer or geometry (same formula, charge and spin): 3.0167 eV
* HOMO-LUMO gap (alpha / beta): 8.457 / 9.049 eV


No. 5
Here is 2 unconnected molecules or ions with the total composition C3H4BrO3 in a non-equilibrium geometry from the OMol25 dataset. Energies are from ωB97M-V/def2-TZVPD.

XYZ file:
```
11
Properties=species:S:1:pos:R:3:lowdin_charge:R:1
C 0.6859 1.7151 -0.0580 -0.66
C -1.1828 -0.8396 -0.5284 -0.15
C 0.6803 -0.2514 0.8399 -0.63
O 0.2240 2.5676 0.6252 0.03
O 1.2141 1.4517 -1.0743 -0.03
O -0.5565 -0.9401 0.7347 -0.31
Br 2.2326 -1.1373 -0.0310 0.48
H -1.8987 -1.6349 -0.5488 0.06
H -0.3960 -0.7216 -1.3107 0.07
H -1.8149 0.1393 -0.5566 0.10
H 0.8121 -0.3490 1.9082 0.03
```

Results
* electronic energy: -2916.4549 a.u.
* total charge: -1
* energy relative to the best compared isomer or geometry (same formula, charge and spin): 2.7140 eV
* HOMO-LUMO gap: 6.868 eV


No. 6
Here is C6H15NO in the gas phase in a non-equilibrium geometry from the OMol25 dataset. Energies are from ωB97M-V/def2-TZVPD.

XYZ file:
```
23
Properties=species:S:1:pos:R:3:lowdin_charge:R:1
C -2.0446 0.6359 1.9435 -0.08
C -1.2925 1.4731 0.7290 -0.25
N -0.8778 0.6767 -0.4305 -0.04
C 0.4395 -0.0324 -0.0413 -0.30
C 0.3351 -1.1439 1.0501 -0.05
C 0.8252 -0.7531 -1.4787 -0.37
C 1.8136 0.3715 -1.9782 -0.07
O 1.6339 -1.8361 -1.1930 -0.07
H -3.0632 0.8976 1.7052 0.04
H -1.6964 -0.3726 2.0905 0.01
H -1.8935 1.1862 2.9394 0.09
H -0.4862 2.0526 1.1568 0.09
H -2.1201 2.1811 0.3572 0.11
H -1.5308 -0.0668 -0.5002 0.08
H 1.1985 0.6848 0.1863 0.11
H -0.1824 -0.8876 1.9643 0.03
H 1.3981 -1.4077 1.1613 0.09
H -0.3132 -1.9560 0.6024 0.10
H -0.0399 -1.0739 -2.1662 0.16
H 2.8063 0.1466 -1.4464 0.11
H 1.3807 1.3517 -1.7565 0.07
H 2.0994 0.3810 -3.0288 0.06
H 1.6103 -2.5090 -1.8663 0.09
```

Results
* electronic energy: -367.5153 a.u.
* SMILES: CCN[C@@H](C)[C@@H](C)O
* energy relative to the best compared isomer or geometry (same formula, charge and spin): 3.1573 eV
* HOMO-LUMO gap: 9.822 eV


No. 7
Here is a molecular structure, C23H25AsIrN2O3S3 from the OMol25 dataset. Energies are from ωB97M-V/def2-TZVPD.

XYZ file:
```
58
Properties=species:S:1:pos:R:3:lowdin_charge:R:1
Ir -1.4720 -0.6168 -1.0853 0.76
S 0.1614 0.4328 -2.0794 0.85
C -0.2011 2.1173 -2.2705 -0.63
C 0.7181 2.8950 -2.9854 -0.07
C 0.4873 4.2542 -3.1232 -0.02
C -0.6388 4.8420 -2.5604 -0.01
C -1.5617 4.0723 -1.8509 -0.04
C -1.3407 2.7171 -1.7190 -0.37
As -2.4572 1.4925 -0.7868 1.28
C -3.7988 2.2818 0.2835 -0.37
C -5.0520 2.5583 -0.2596 -0.09
C -5.9948 3.1847 0.5394 -0.05
C -5.6811 3.5229 1.8503 -0.04
C -4.4288 3.2386 2.3788 -0.04
C -3.4718 2.6099 1.5976 -0.08
C -3.2457 0.3465 -2.1759 -0.50
C -2.9153 0.4243 -3.5482 -0.09
C -3.5795 -0.3704 -4.4593 -0.03
C -4.5818 -1.2313 -4.0199 -0.01
C -4.9300 -1.3218 -2.6736 -0.04
C -4.2687 -0.5430 -1.7491 -0.11
H 1.6015 2.4380 -3.4135 0.12
H 1.1978 4.8628 -3.6653 0.13
H -0.7987 5.9063 -2.6666 0.13
H -2.4338 4.5328 -1.4034 0.12
H -5.2908 2.2971 -1.2832 0.11
H -6.9737 3.4097 0.1387 0.12
H -6.4236 4.0111 2.4671 0.12
H -4.1982 3.4998 3.4024 0.12
H -2.5003 2.3608 2.0079 0.10
H -2.1507 1.1148 -3.8812 0.11
H -3.3286 -0.3224 -5.5098 0.13
H -5.1020 -1.8465 -4.7433 0.13
H -5.7076 -2.0028 -2.3567 0.13
H -4.5184 -0.6106 -0.6947 0.12
C -0.7283 -2.0020 2.9415 -0.10
S -1.1771 -0.8811 1.6758 0.47
O -0.9361 0.4696 2.0954 -0.29
O -2.5347 -1.1872 1.1823 -0.38
O -0.2724 -1.2639 0.4764 -0.56
H -1.4364 -1.8603 3.7563 0.09
H 0.2781 -1.7532 3.2713 0.09
H -0.7949 -3.0147 2.5525 0.08
C -0.8290 -5.5373 -3.4297 -0.02
N -0.1710 -5.0129 -2.2479 -0.14
C 0.8999 -5.7721 -1.5855 -0.07
C 1.3324 -4.8430 -0.4366 -0.08
N 0.5054 -3.6540 -0.6694 0.05
C -0.3334 -3.8280 -1.6826 -0.69
S -1.4741 -2.6776 -2.2782 0.70
H -1.1207 -6.5691 -3.2393 0.11
H -0.1563 -5.5093 -4.2875 0.11
H -1.7194 -4.9556 -3.6496 0.06
H 1.7067 -5.9641 -2.2928 0.14
H 0.5121 -6.7281 -1.2360 0.13
H 2.3879 -4.5860 -0.4891 0.13
H 1.1253 -5.2712 0.5428 0.13
H 0.3813 -2.8862 -0.0243 0.08
```

Results
* electronic energy: -4760.8132 a.u.
* total charge: +2
* energy relative to the best compared isomer or geometry (same formula, charge and spin): 0.9613 eV
* HOMO-LUMO gap (alpha / beta): 7.000 / 5.923 eV
* 2S+1: 2


No. 8
Here is C3H8N2O3S in the gas phase in a non-equilibrium geometry from the OMol25 dataset. Energies are from ωB97M-V/def2-TZVPD.

XYZ file:
```
17
Properties=species:S:1:pos:R:3:lowdin_charge:R:1
C 1.2303 -2.0011 -0.4021 -0.17
N 0.4318 -0.8744 0.1034 -0.27
S 1.0186 0.5102 0.0731 0.65
O 1.9929 0.7735 -0.9737 -0.30
O 1.5906 1.0720 1.4871 -0.16
N -0.2507 1.5516 0.0197 -0.11
C -1.4904 1.0230 -0.4968 -0.23
C -2.2694 0.1035 0.3042 -0.29
O -2.0907 -0.2386 1.4436 0.06
H 1.2128 -1.9911 -1.4616 0.04
H 2.3649 -1.8693 -0.0632 0.11
H 0.8053 -2.9850 -0.0023 0.09
H 2.5347 0.8647 1.4753 0.09
H -0.3925 1.9504 0.9403 0.11
H -1.2705 0.6248 -1.5287 0.16
H -2.1714 1.7361 -0.8018 0.10
H -3.2464 -0.2503 -0.1165 0.13
```

Results
* electronic energy: -852.4266 a.u.
* SMILES: CN=[S@](=O)(O)NCC=O
* energy relative to the best compared isomer or geometry (same formula, charge and spin): 3.3912 eV
* HOMO-LUMO gap: 9.983 eV